(1)
DFT (the ωB97M-V functional and the def2-TZVPD basis) results for a structure of composition C19H42F3HfO19S3 in a non-equilibrium geometry.

The geometry in ORCA input format:
```
! RIJCOSX wB97M-V def2-TZVPD def2/J DEFGRID3
* xyz 1 1
Hf 1.463 3.670 5.259
C -2.288 7.771 1.920
F -2.833 8.031 3.106
F -2.817 6.635 1.551
F -2.631 8.714 1.064
S -0.339 7.875 1.953
O 0.081 7.591 0.623
O 0.072 9.188 2.487
O 0.039 6.789 2.912
C -1.324 -1.785 7.462
C -0.943 -0.585 8.308
C -0.393 -1.058 9.647
O -0.194 0.381 7.514
H -2.069 -2.449 7.901
H -0.405 -2.343 7.285
H -1.539 -1.431 6.453
H -1.915 -0.185 8.597
H -1.128 -1.546 10.286
H -0.115 -0.199 10.259
H 0.542 -1.609 9.548
C -0.378 -0.401 0.438
C -0.076 1.042 0.397
C -1.105 1.828 -0.517
O -0.020 1.655 1.678
H -0.512 -0.774 -0.577
H -1.366 -0.600 0.854
H 0.380 -1.026 0.910
H 0.908 1.148 -0.059
H -1.128 2.907 -0.364
H -2.124 1.518 -0.285
H -0.940 1.766 -1.593
O -0.596 -8.019 3.240
S -1.570 -7.785 2.194
O -1.808 -8.772 1.173
O -2.947 -7.401 2.901
C -2.985 -6.352 3.854
C -3.426 -7.139 5.125
C -1.231 -6.251 1.196
H -3.712 -5.591 3.572
H -2.015 -5.952 4.148
H -3.342 -6.565 6.048
H -2.672 -7.843 5.477
H -4.400 -7.625 5.082
H -1.654 -5.353 1.647
H -1.685 -6.368 0.212
H -0.155 -6.182 1.037
O 0.379 4.250 -5.862
S 1.835 4.166 -6.109
O 2.526 3.062 -6.770
O 2.247 5.610 -6.854
C 2.990 5.536 -8.059
C 4.439 5.650 -7.602
C 2.779 4.496 -4.579
H 2.717 6.396 -8.672
H 3.001 4.618 -8.647
H 5.017 5.567 -8.523
H 4.696 4.838 -6.922
H 4.715 6.647 -7.258
H 3.850 4.542 -4.778
H 2.537 3.772 -3.801
H 2.409 5.393 -4.083
O -2.515 4.267 5.097
H -3.162 4.624 5.706
H -3.033 3.799 4.443
O 4.034 4.212 2.647
H 4.333 4.998 2.188
H 4.426 3.487 2.160
C -3.366 -1.771 -4.505
C -4.189 -2.871 -5.149
O -3.487 -2.984 -6.352
C -2.366 -2.357 -6.375
O -1.574 -2.326 -7.293
O -2.301 -1.541 -5.385
H -3.140 -2.116 -3.496
H -3.921 -0.846 -4.345
H -5.182 -2.594 -5.502
H -4.200 -3.829 -4.627
C 3.813 -2.795 -2.749
C 5.034 -3.249 -3.622
O 4.984 -4.589 -3.935
C 3.840 -5.021 -3.474
O 3.441 -6.188 -3.629
O 3.179 -4.072 -2.722
H 3.294 -1.919 -3.137
H 4.127 -2.536 -1.738
H 5.939 -2.984 -3.076
H 5.150 -2.661 -4.532
*
```

Results
* HOMO: -11.30 eV
* gap between HOMO and LUMO: 2.16 eV
* LUMO: -9.1 eV
* F_max: 5.51 eV/A

Löwdin population analysis, charges in e, atoms 1 to 2:
1. Hf 1.43
2. C -0.68



(2)
DFT (the ωB97M-V functional and the def2-TZVPD basis) results for a structure of composition C19H43AlBr3Cl4NNaO14P3V in a non-equilibrium geometry.

The geometry in ORCA input format:
```
! RIJCOSX wB97M-V def2-TZVPD def2/J DEFGRID3
* xyz 2 2
O -3.872 2.453 1.890
P -2.889 1.311 1.553
O -1.625 1.828 0.548
O -3.725 -0.019 0.871
C -2.160 0.732 3.185
P -0.860 -0.690 3.012
C 0.434 -2.086 3.124
P 1.151 -1.960 4.849
O 1.999 -0.709 5.094
O 2.117 -3.296 5.281
O -0.212 -1.933 5.924
H -0.883 2.184 1.091
H -3.472 -0.832 1.379
H -1.592 1.624 3.630
H -2.950 0.407 3.973
H -0.175 -0.069 4.135
H -0.498 -0.335 1.664
H -1.898 -1.681 3.237
H 1.273 -2.008 2.342
H -0.107 -3.099 3.049
H 2.291 -3.131 6.242
H -0.848 -2.652 5.665
C -2.859 5.777 3.082
Cl -1.532 4.900 3.874
Cl -3.649 6.864 4.224
Cl -2.261 6.676 1.676
H -3.592 5.048 2.738
C 0.727 1.297 -2.402
Br 0.608 -0.078 -1.033
Br 0.447 3.077 -1.676
Br 2.385 1.178 -3.390
H -0.080 1.112 -3.108
Cl -0.961 -3.105 7.626
Na 0.109 6.031 2.669
Al -2.864 0.152 5.629
O 5.476 0.157 -0.964
C 4.498 -0.570 -0.547
C 4.362 -0.397 1.100
O 3.393 -1.145 1.511
H 4.569 -1.655 -0.722
H 3.496 -0.341 -0.940
H 4.266 0.689 1.267
H 5.367 -0.603 1.498
O -5.051 9.796 3.338
H -4.294 10.352 3.116
H -4.662 9.037 3.787
C 2.388 -0.549 -7.836
C 2.552 -2.080 -7.924
C 3.697 -2.422 -8.901
C 5.103 -2.099 -8.398
C 5.232 -2.145 -6.875
C 4.171 -3.008 -6.161
N 2.841 -2.514 -6.544
O 1.848 -3.176 -5.960
C 4.370 -2.777 -4.650
C 4.427 -4.495 -6.455
C 1.267 -2.644 -8.563
H 1.557 -0.281 -7.177
H 2.181 -0.114 -8.818
H 3.285 -0.063 -7.445
H 3.658 -3.489 -9.143
H 3.541 -1.909 -9.857
H 5.808 -2.802 -8.851
H 5.405 -1.108 -8.749
H 6.239 -2.481 -6.612
H 5.166 -1.117 -6.499
H 4.151 -1.738 -4.380
H 5.403 -2.982 -4.355
H 3.727 -3.424 -4.047
H 5.433 -4.779 -6.132
H 4.350 -4.740 -7.517
H 3.727 -5.140 -5.918
H 1.117 -2.220 -9.560
H 0.375 -2.398 -7.981
H 1.318 -3.730 -8.673
C -7.406 1.870 7.066
C -6.988 1.382 8.436
C -6.698 2.489 9.408
O -5.748 1.889 10.283
C -5.109 0.923 9.568
O -4.126 0.353 9.930
O -5.738 0.695 8.379
H -7.712 1.027 6.442
H -8.241 2.571 7.131
H -6.572 2.354 6.550
H -7.737 0.688 8.833
H -7.587 2.800 9.961
H -6.238 3.369 8.946
O -3.998 -0.715 -3.149
V -3.836 0.439 -1.892
*
```

Results
* HOMO (alpha / beta): -10.15 / -10.12 eV
* <S²>: 0.757
* gap between HOMO and LUMO (alpha / beta): 1.78 / 1.75 eV
* LUMO (alpha / beta): -8.4 / -8.4 eV
* F_max: 8.03 eV/A

Löwdin population analysis, charges in e, atoms 1 to 2:
1. O -0.33
2. P 0.58



(3)
DFT (the ωB97M-V functional and the def2-TZVPD basis) results for a structure of composition C19H43CeOP3S2 in a non-equilibrium geometry.

The geometry in ORCA input format:
```
! RIJCOSX wB97M-V def2-TZVPD def2/J DEFGRID3
* xyz 4 1
Ce 0.323 -0.984 0.442
P -0.738 1.720 1.955
P -2.582 -0.427 0.182
P 2.326 1.263 0.559
H 0.668 -2.100 -5.818
C 1.638 -2.257 -5.368
C 1.847 -3.105 -4.353
H 1.079 -3.795 -3.999
C -1.254 3.256 1.072
C -2.257 1.504 2.969
C 0.283 2.524 3.247
C -2.862 -1.724 -1.060
C -4.078 -0.757 1.185
C -3.125 1.016 -0.837
C 3.646 0.757 -0.613
C 3.343 1.520 2.073
C 2.092 3.011 0.012
H 2.495 -1.779 -5.859
H 2.871 -3.250 -3.986
H -1.623 3.989 1.801
H -2.046 3.052 0.348
H -0.408 3.684 0.532
H -2.343 2.330 3.690
H -2.175 0.562 3.525
H -3.162 1.477 2.350
H -0.374 3.060 3.944
H 0.997 3.238 2.828
H 0.828 1.759 3.811
H -3.883 -1.612 -1.439
H -2.764 -2.704 -0.583
H -2.165 -1.663 -1.897
H -4.977 -0.273 0.780
H -3.916 -0.415 2.209
H -4.247 -1.840 1.216
H -3.947 0.681 -1.488
H -2.292 1.362 -1.463
H -3.486 1.844 -0.219
H 4.313 1.617 -0.748
H 3.225 0.448 -1.578
H 4.222 -0.088 -0.214
H 4.292 1.993 1.793
H 3.552 0.550 2.538
H 2.839 2.149 2.816
H 3.003 3.350 -0.500
H 1.887 3.700 0.842
H 1.262 3.062 -0.703
C 0.221 -1.084 -3.107
C 0.431 0.185 -3.679
C -0.537 0.715 -4.527
C -1.671 -0.065 -4.864
C -1.776 -1.383 -4.409
C -0.784 -1.938 -3.625
S 1.436 -1.664 -2.060
H 0.392 0.300 -1.090
H 1.336 0.706 -3.383
H -0.392 1.698 -4.949
H -2.455 0.326 -5.503
H -2.646 -2.000 -4.632
H -0.842 -2.982 -3.348
C 0.244 -2.499 4.863
S 1.416 -1.459 3.973
C 2.843 -2.540 4.157
O 0.964 -1.641 2.454
H 0.635 -2.597 5.881
H 0.187 -3.469 4.356
H -0.747 -2.029 4.905
H 2.536 -3.577 3.954
H 3.631 -2.238 3.458
H 3.250 -2.469 5.177
*
```

Results
* energy relative to the best compared isomer or geometry (same formula, charge and spin): 3.066 eV
* HOMO (alpha / beta): -20.23 / -20.23 eV
* gap between HOMO and LUMO (alpha / beta): 4.27 / 4.27 eV
* LUMO (alpha / beta): -16.0 / -16.0 eV
* F_max: 2.69 eV/A

Löwdin population analysis, charges in e, atoms 1 to 2:
1. Ce 0.71
2. P 0.78



(4)
DFT (the ωB97M-V functional and the def2-TZVPD basis) results for a structure of composition C19H43Cl2F3MnO3P2S in a non-equilibrium geometry.

The geometry in ORCA input format:
```
! RIJCOSX wB97M-V def2-TZVPD def2/J DEFGRID3
* xyz 0 4
Mn 0.022 -0.031 0.026
Cl 0.488 -0.037 -2.227
P -0.341 -2.416 -0.233
C 0.950 -3.214 -1.310
C -0.429 -3.495 1.280
C -1.907 -2.595 -1.205
C 2.365 -2.616 -1.168
H 0.579 -2.967 -2.319
C 1.016 -4.735 -1.146
H 1.602 -5.006 -0.256
H 1.533 -5.144 -2.025
H 0.034 -5.219 -1.093
H 2.446 -1.689 -1.743
H 3.106 -3.328 -1.565
H 2.631 -2.379 -0.128
H -1.625 -2.082 -2.142
C -3.108 -1.846 -0.595
C -2.260 -4.057 -1.520
H -1.606 -4.481 -2.291
H -3.286 -4.095 -1.908
H -2.228 -4.697 -0.625
H -2.837 -1.056 0.121
H -3.795 -2.544 -0.096
H -3.662 -1.362 -1.413
C 0.837 -3.311 2.105
H -0.435 -4.521 0.896
C -1.670 -3.244 2.137
H 1.753 -3.686 1.629
H 0.750 -3.756 3.107
H 0.958 -2.234 2.241
H -1.853 -2.170 2.303
H -1.506 -3.694 3.127
H -2.557 -3.714 1.698
Cl -0.895 0.098 2.136
H -1.384 0.282 -0.504
P 0.411 2.408 -0.181
C -0.457 3.168 -1.640
C -0.009 3.503 1.254
C 2.229 2.603 -0.665
C -1.838 2.559 -1.946
H 0.224 2.904 -2.466
C -0.571 4.695 -1.542
H -1.405 4.987 -0.887
H -0.786 5.080 -2.549
H 0.347 5.185 -1.197
H -1.739 1.579 -2.423
H -2.381 3.220 -2.640
H -2.452 2.442 -1.040
H 2.221 2.031 -1.605
C 3.216 1.902 0.267
C 2.670 4.043 -0.858
H 2.274 4.464 -1.785
H 3.767 4.043 -0.913
H 2.390 4.670 0.005
H 2.620 1.283 0.928
H 3.785 2.586 0.920
H 3.904 1.242 -0.289
C -1.491 3.331 1.626
H 0.164 4.520 0.873
C 0.896 3.301 2.468
H -2.144 3.914 0.966
H -1.643 3.679 2.656
H -1.796 2.273 1.611
H 0.923 2.253 2.788
H 0.498 3.899 3.302
H 1.930 3.618 2.282
F 3.098 -0.804 5.155
C 2.434 -1.424 4.162
F 2.869 -2.700 4.070
F 1.123 -1.447 4.506
S 2.912 -0.480 2.612
O 2.580 0.856 3.087
O 4.263 -0.903 2.307
O 1.963 -0.795 1.506
*
```

Results
* HOMO (alpha / beta): -9.06 / -9.28 eV
* <S²>: 4.044
* gap between HOMO and LUMO (alpha / beta): 6.82 / 8.50 eV
* LUMO (alpha / beta): -2.2 / -0.8 eV
* F_max: 1.84 eV/A

Löwdin population analysis, charges in e, atoms 1 to 2:
1. Mn 0.09
2. Cl 0.21



(5)
DFT (the ωB97M-V functional and the def2-TZVPD basis) results for a structure of composition C19H43ClFNO10P3S in a non-equilibrium geometry.

The geometry in ORCA input format:
```
! RIJCOSX wB97M-V def2-TZVPD def2/J DEFGRID3
* xyz 1 1
C 2.397 -1.001 -5.653
C 1.031 -1.586 -6.090
C 0.570 -2.722 -5.185
F 0.966 -2.600 -3.884
P -1.257 -3.052 -5.282
Cl -1.968 -3.130 -3.411
N -1.470 -4.564 -5.967
C -2.437 -5.206 -5.501
S -3.778 -5.911 -5.324
O -1.865 -1.910 -6.136
C -3.332 -1.801 -6.157
C -3.856 -0.821 -5.115
C -3.104 0.528 -5.166
O -5.219 -0.556 -5.398
H 2.855 -0.589 -6.550
H 3.040 -1.727 -5.164
H 2.203 -0.159 -4.992
H 1.103 -1.999 -7.098
H 0.334 -0.749 -6.122
H 1.025 -3.650 -5.551
H -3.840 -2.769 -6.131
H -3.583 -1.369 -7.126
H -3.782 -1.194 -4.091
H -2.166 0.461 -4.617
H -3.770 1.256 -4.713
H -2.937 0.762 -6.219
H -5.758 -0.819 -4.649
O -1.363 2.257 0.378
P -1.620 0.899 0.927
O -2.179 0.109 -0.405
C -1.276 -0.205 -1.453
C -0.366 -1.373 -1.106
O -3.032 1.157 1.710
C -3.384 2.462 2.189
C -4.348 3.138 1.238
O -1.411 -0.515 1.709
C -1.265 -0.509 3.156
C -2.554 -0.945 3.821
H -0.689 0.681 -1.719
H -1.893 -0.465 -2.318
H 0.328 -1.104 -0.307
H 0.217 -1.675 -1.972
H -0.948 -2.225 -0.752
H -2.497 3.072 2.354
H -3.863 2.328 3.161
H -3.958 3.149 0.220
H -4.540 4.165 1.549
H -5.296 2.598 1.212
H -0.941 0.471 3.510
H -0.474 -1.222 3.391
H -3.266 -0.127 3.891
H -2.356 -1.294 4.835
H -3.033 -1.743 3.253
O 2.328 2.868 4.002
P 3.320 1.765 3.976
O 2.495 0.469 3.430
C 2.071 0.432 2.072
C 3.217 0.137 1.120
O 3.409 1.393 5.568
C 3.024 2.336 6.572
C 1.629 2.039 7.080
O 4.776 1.104 3.701
C 5.944 1.665 4.353
C 6.367 0.801 5.523
H 1.576 1.375 1.810
H 1.327 -0.366 2.002
H 3.929 0.963 1.098
H 2.845 -0.020 0.105
H 3.762 -0.751 1.441
H 3.101 3.357 6.202
H 3.740 2.240 7.393
H 0.915 1.976 6.259
H 1.297 2.814 7.772
H 1.610 1.078 7.595
H 5.759 2.695 4.663
H 6.738 1.681 3.607
H 5.773 1.008 6.411
H 7.410 0.990 5.776
H 6.240 -0.256 5.290
*
```

Results
* HOMO: -11.69 eV
* gap between HOMO and LUMO: 7.44 eV
* LUMO: -4.3 eV
* F_max: 7.15 eV/A

Löwdin population analysis, charges in e, atoms 1 to 2:
1. C -0.06
2. C -0.21



(6)
DFT (the ωB97M-V functional and the def2-TZVPD basis) results for a structure of composition C19H43N2OP3SW in a non-equilibrium geometry.

The geometry in ORCA input format:
```
! RIJCOSX wB97M-V def2-TZVPD def2/J DEFGRID3
* xyz 4 3
W -0.406 -0.105 -1.516
P -1.607 1.752 -0.966
P -1.027 -1.455 0.294
P 1.668 0.941 -1.545
H -2.680 -1.064 -2.939
C -1.610 -0.981 -3.175
C -0.710 -2.066 -2.746
H -1.131 -2.969 -2.294
C -2.877 2.052 -2.241
C -2.625 1.789 0.564
C -0.872 3.416 -0.720
C -0.375 -3.149 0.507
C -1.151 -0.922 2.041
C -2.805 -1.779 -0.080
C 3.102 -0.136 -1.874
C 2.359 1.981 -0.177
C 1.709 2.275 -2.841
H -1.356 -0.374 -4.053
H 0.220 -2.263 -3.312
H -3.482 2.920 -1.935
H -3.533 1.180 -2.349
H -2.409 2.270 -3.208
H -3.227 2.709 0.553
H -1.993 1.821 1.457
H -3.307 0.943 0.653
H -1.693 4.146 -0.634
H -0.238 3.707 -1.561
H -0.288 3.441 0.209
H -1.102 -3.776 1.042
H 0.546 -3.104 1.101
H -0.155 -3.621 -0.455
H -2.187 -1.011 2.401
H -0.807 0.112 2.184
H -0.531 -1.592 2.654
H -3.209 -2.369 0.755
H -2.945 -2.342 -1.011
H -3.397 -0.858 -0.142
H 4.020 0.454 -2.026
H 2.938 -0.744 -2.770
H 3.235 -0.817 -1.019
H 3.297 2.449 -0.528
H 2.570 1.365 0.713
H 1.653 2.772 0.105
H 2.730 2.404 -3.228
H 1.394 3.228 -2.398
H 1.038 2.052 -3.683
C 1.755 -0.997 -6.439
C 1.170 -0.491 -7.619
C 1.289 -1.213 -8.813
C 2.012 -2.412 -8.842
C 2.597 -2.910 -7.674
C 2.479 -2.207 -6.477
S 1.643 -0.130 -4.923
H 0.511 -0.717 -4.341
H 0.590 0.435 -7.579
H 0.785 -0.831 -9.702
H 2.106 -2.968 -9.786
H 3.127 -3.864 -7.651
H 2.873 -2.605 -5.547
C 1.515 2.546 5.450
N 2.065 1.515 4.572
C 1.408 1.209 3.418
N 2.106 0.317 2.595
O 0.309 1.700 3.093
H 1.206 3.419 4.856
H 2.253 2.867 6.197
H 0.641 2.175 6.004
H 3.042 1.262 4.624
H 1.539 -0.103 1.869
H 2.788 -0.317 2.999
*
```

Results
* energy relative to the best compared isomer or geometry (same formula, charge and spin): 2.549 eV
* HOMO (alpha / beta): -18.47 / -18.47 eV
* <S²>: 2.036
* gap between HOMO and LUMO (alpha / beta): 3.35 / 2.22 eV
* LUMO (alpha / beta): -15.1 / -16.2 eV
* F_max: 5.97 eV/A

Löwdin population analysis, charges in e, atoms 1 to 2:
1. W 0.90
2. P 0.68